(1)
A 5-piece molecular cluster, C39H48BF9N4O7PS overall in a non-equilibrium geometry. Source: the OMol25 dataset; level of theory: the ωB97M-V functional and the def2-TZVPD basis.

Its LUMO energy is -4.089 eV. Its highest occupied orbital energy is -10.79 eV. The value obtained for the frontier orbital gap is 6.70 eV. The calculation puts the energy at -106755.2307 eV. As for the total charge: +1.

XYZ file:
```
110
C39H48BF9N4O7PS (the ωB97M-V functional and the def2-TZVPD basis)
C -0.9906 -1.5441 0.9791
C -1.5955 -0.8617 0.0476
C -2.2866 0.1349 -1.0504
C -3.8693 -0.0794 -0.7897
N -4.3798 -1.4660 -0.7492
N -1.8544 -0.5203 -2.3730
N -1.8289 -1.9361 -2.2956
C -0.4986 -2.4917 -2.7116
C -0.1919 -2.4353 -4.2953
C -2.6746 0.0300 -3.5014
C -2.5776 1.6628 -3.3350
O -3.8893 2.2975 -3.2336
P -1.9373 2.2288 -5.0869
N -1.6378 3.9811 -4.8929
O -3.1904 2.0428 -6.2497
O -1.5815 2.1219 -2.4274
C -1.7291 1.6302 -1.0341
B -0.1160 1.6065 -0.5621
O 0.3724 1.4220 0.7702
O 0.9372 1.7140 -1.5765
C 2.1369 2.3355 -1.0324
C 3.2490 1.2362 -0.5343
S -2.4927 2.9829 -0.0758
O -2.2872 4.2442 -0.9521
O -1.7253 3.4368 1.1843
C -4.2504 3.0621 0.4183
F -5.2327 2.7053 -0.6037
F -4.5256 4.5024 0.5321
C -4.7750 2.4874 1.8060
F -5.8672 1.5625 1.4974
F -5.4849 3.5135 2.5648
C -3.8264 1.7553 2.8358
F -2.7385 0.9707 2.3360
F -4.6776 0.7677 3.5060
C -3.2490 2.6306 4.0741
F -2.9486 3.9831 3.7953
F -4.2630 2.6223 5.1000
F -2.0715 2.0164 4.6065
H -0.5563 -2.2715 1.7515
H -4.0409 0.3181 0.2937
H -4.5572 0.4725 -1.5519
H -4.0695 -2.0225 0.0531
H -4.3600 -1.9617 -1.6448
H -0.8525 -0.3026 -2.6176
H -2.5098 -2.2692 -3.0188
H 0.3714 -2.0238 -2.1006
H -0.5029 -3.6211 -2.4222
H 0.9327 -2.7208 -4.4177
H -0.3051 -1.4013 -4.7809
H -0.7760 -3.2770 -4.8344
H -2.1800 -0.3066 -4.5026
H -3.7586 -0.3504 -3.5500
H -3.7651 3.2057 -2.8495
H -2.4978 4.4626 -4.5675
H -0.9058 4.1101 -4.1739
H -4.0756 1.9515 -5.8046
H -0.3482 1.2580 1.4251
H 1.9515 3.1636 -0.2566
H 2.6546 2.8697 -1.9325
H 2.6214 0.3769 -0.0569
H 3.7864 0.7356 -1.4379
H 3.9714 1.6928 0.2296
C -0.0034 -2.9492 7.2880
C -0.7299 -1.8768 7.7980
C -1.2588 -0.9204 6.9359
C -1.0695 -1.0420 5.5621
C -0.3462 -2.1165 5.0521
C 0.1907 -3.0679 5.9146
H 0.4117 -3.6927 7.9607
H -0.8832 -1.7859 8.8687
H -1.8194 -0.0810 7.3342
H -1.4859 -0.2993 4.8895
H -0.1998 -2.2120 3.9802
H 0.7592 -3.9023 5.5168
C 1.3116 -7.3574 2.6813
C 0.5908 -6.2725 3.1717
C 0.0864 -5.3174 2.2941
C 0.2948 -5.4526 0.9234
C 1.0125 -6.5397 0.4330
C 1.5247 -7.4898 1.3116
H 1.7076 -8.1002 3.3661
H 0.4226 -6.1709 4.2393
H -0.4702 -4.4676 2.6779
H -0.1028 -4.7100 0.2380
H 1.1736 -6.6461 -0.6354
H 2.0888 -8.3342 0.9295
C 2.2861 0.7664 -5.3603
C 3.3621 0.0204 -4.8869
C 4.3128 -0.4729 -5.7760
C 4.1926 -0.2116 -7.1385
C 3.1186 0.5376 -7.6112
C 2.1628 1.0231 -6.7232
H 1.5426 1.1483 -4.6665
H 3.4594 -0.1774 -3.8234
H 5.1479 -1.0599 -5.4077
H 4.9362 -0.5919 -7.8313
H 3.0260 0.7425 -8.6732
H 1.3228 1.6024 -7.0926
C 5.2380 3.6676 2.4539
C 6.6172 3.5506 2.3064
C 7.4005 3.1406 3.3815
C 6.8029 2.8380 4.6022
C 5.4232 2.9514 4.7485
C 4.6409 3.3702 3.6761
H 4.6277 3.9907 1.6161
H 7.0823 3.7800 1.3527
H 8.4764 3.0559 3.2683
H 7.4129 2.5137 5.4391
H 4.9574 2.7139 5.6999
H 3.5660 3.4638 3.7921
```

(2)
C39H48CaN10OSiTe as an isolated structure. Source: the OMol25 dataset; level of theory: the ωB97M-V functional and the def2-TZVPD basis.

Its LUMO energy (spin up / spin down) is 3.635 / 3.648 eV. Its highest occupied orbital energy (spin up / spin down) is -0.31 / 0.15 eV. The value obtained for the frontier orbital gap (spin up / spin down) is 3.95 / 3.50 eV. The calculation puts the energy at -91784.2170 eV. The calculation puts the energy above the lowest of the compared OMol25 structures with the same formula, charge and spin at 0.580 eV. As for the total charge: -2.

XYZ file:
```
101
C39H48CaN10OSiTe (the ωB97M-V functional and the def2-TZVPD basis)
Ca 0.3895 -0.2046 0.5154
N -2.6211 0.4852 2.8076
C -2.2389 1.6292 2.1150
C -2.4084 2.8580 2.7673
C -2.0535 4.0105 2.1022
C -1.5605 3.9306 0.8040
C -1.4346 2.6751 0.2486
N -1.7484 1.5399 0.8870
C -2.5293 -0.8598 2.4999
C -2.9848 -1.7553 3.4868
C -2.9871 -3.0995 3.2046
C -2.5578 -3.5386 1.9540
C -2.0981 -2.5879 1.0699
N -2.0544 -1.2746 1.3335
H -2.8185 0.6476 3.7833
H -2.7978 2.8866 3.7778
H -2.1653 4.9705 2.5917
H -1.2933 4.8038 0.2259
H -1.0732 2.5599 -0.7673
H -3.2934 -1.3790 4.4528
H -3.3208 -3.8069 3.9546
H -2.5452 -4.5857 1.6875
H -1.7171 -2.8614 0.0926
C 1.0967 -2.6097 3.6868
C 1.1348 -3.3036 2.3559
C 1.3514 -4.6664 2.2602
C 1.3013 -5.2429 0.9842
C 1.0337 -4.4771 -0.1168
C 0.8030 -3.0711 0.0319
N 0.8955 -2.5338 1.2917
N 0.4686 -2.2223 -0.9290
Si 0.4816 -2.4914 -2.6237
C 2.0038 -3.4337 -3.2287
C -1.0366 -3.4836 -3.1540
C 0.4702 -0.8533 -3.5174
H 1.5852 -3.2023 4.4612
H 0.0573 -2.4428 3.9848
H 1.5683 -1.6313 3.6198
H 1.5493 -5.2558 3.1453
H 1.4687 -6.3091 0.8664
H 0.9786 -4.9181 -1.1025
H 1.9368 -4.5141 -3.0812
H 2.8974 -3.0701 -2.7157
H 2.1430 -3.2514 -4.2983
H -1.0985 -4.4318 -2.6113
H -1.0234 -3.7052 -4.2252
H -1.9405 -2.9095 -2.9353
H 1.4026 -0.3126 -3.3385
H -0.3587 -0.2210 -3.1890
H 0.3714 -1.0060 -4.5966
N 6.5821 0.7608 -4.1301
C 5.6457 0.7072 -3.4411
C 4.5320 0.6267 -2.5929
C 4.3554 -0.4731 -1.6921
C 3.2662 -0.5170 -0.8779
N 2.2832 0.4356 -0.8319
C 2.4639 1.4924 -1.6883
C 3.5108 1.6298 -2.5480
H 5.0818 -1.2753 -1.6586
H 3.1344 -1.3645 -0.2098
H 1.6957 2.2604 -1.6629
H 3.5576 2.4965 -3.1945
N 1.3354 5.3350 -4.7416
C 0.3868 4.9053 -4.2263
C -0.7839 4.4423 -3.5981
C -1.7430 5.3610 -3.0116
C -2.8871 4.8133 -2.4730
C -3.0947 3.4397 -2.4673
N -2.1504 2.5492 -2.9673
C -1.0689 3.0631 -3.5060
H -1.5645 6.4274 -3.0246
H -3.6434 5.4584 -2.0353
H -3.9767 2.9974 -2.0231
H -0.3374 2.3554 -3.8934
C -4.4173 -1.8330 -1.3744
Te -3.2748 -0.0732 -1.8513
C -3.6061 -0.3108 -3.9412
H -3.9786 -2.7186 -1.8330
H -5.4458 -1.7138 -1.7124
H -4.4091 -1.9546 -0.2925
H -4.6690 -0.2549 -4.1680
H -3.1964 -1.2633 -4.2739
H -3.0791 0.5150 -4.4139
O -1.3002 0.2822 5.5687
C -0.4739 0.5244 4.7210
N 0.3319 0.7533 3.9050
C 2.8579 2.5977 1.8336
C 2.3806 1.7435 3.0070
C 2.4338 2.6037 4.2789
C 3.3260 0.5542 3.1796
C 0.9518 1.2698 2.6792
H 3.8753 2.9605 2.0087
H 2.2076 3.4677 1.7006
H 2.8607 2.0248 0.9066
H 3.4450 2.9873 4.4532
H 2.1330 2.0298 5.1586
H 1.7567 3.4583 4.1868
H 4.3465 0.8876 3.3961
H 3.3517 -0.0499 2.2690
H 3.0001 -0.0811 4.0078
H 0.3816 2.1926 2.4763
```

(3)
C39H48CsN7O6SSi as an isolated structure. Source: the OMol25 dataset; level of theory: the ωB97M-V functional and the def2-TZVPD basis.

Its LUMO energy is 3.466 eV. Its highest occupied orbital energy is -2.64 eV. The value obtained for the frontier orbital gap is 6.11 eV. The calculation puts the energy at -83205.0582 eV. The calculation puts the energy above the lowest of the compared OMol25 structures with the same formula, charge and spin at 0.000 eV. As for the total charge: -2.

XYZ file:
```
103
C39H48CsN7O6SSi (the ωB97M-V functional and the def2-TZVPD basis)
Cs 0.6803 0.6139 -0.8186
C -3.0763 3.6032 0.4841
C -1.7960 3.2550 0.9397
N -1.4750 2.0507 1.3534
C -2.4185 1.0899 1.3245
C -3.7282 1.3357 0.8817
C -4.0434 2.6364 0.4567
C -4.6924 0.2740 0.8504
C -4.3671 -0.9634 1.2767
C -3.0465 -1.2481 1.7582
C -2.6796 -2.5324 2.1959
C -1.3926 -2.7651 2.6011
C -0.4770 -1.7000 2.5606
N -0.7964 -0.4838 2.1662
C -2.0624 -0.2457 1.7681
H -3.2723 4.6070 0.1337
H -1.0012 3.9940 0.9718
H -5.0372 2.8466 0.0812
H -5.6802 0.4895 0.4596
H -5.0883 -1.7722 1.2432
H -3.4202 -3.3247 2.1910
H -1.0637 -3.7355 2.9470
H 0.5483 -1.8680 2.8798
S -4.5763 1.9518 -2.9238
C -3.7317 3.4274 -3.1131
C -2.4118 3.2962 -2.7945
C -1.9706 1.9881 -2.3792
C -3.0530 1.1549 -2.4204
C -3.1163 -0.2772 -2.1268
C -4.2141 -1.0676 -2.5141
C -4.2386 -2.4115 -2.2113
C -3.1662 -2.9756 -1.5309
C -2.1211 -2.1329 -1.1929
N -2.0872 -0.8330 -1.4627
H -4.2570 4.3141 -3.4420
H -1.7416 4.1486 -2.8677
H -5.0308 -0.6161 -3.0619
H -5.0837 -3.0211 -2.5116
H -3.1350 -4.0258 -1.2729
H -1.2621 -2.5260 -0.6542
C 3.6812 2.1145 3.0785
N 2.2801 1.7872 3.2195
C 1.9485 0.5658 3.9307
C 1.3265 2.6821 2.8997
O 1.5327 3.8136 2.4785
H 4.1257 2.3876 4.0410
H 3.7791 2.9517 2.3920
H 4.2163 1.2482 2.6889
H 2.2646 0.6290 4.9761
H 2.4480 -0.2927 3.4847
H 0.8734 0.4056 3.8800
H 0.3085 2.2846 3.0135
C 6.7797 1.4119 -0.4743
C 6.3210 0.6132 -1.6911
C 5.7195 1.5514 -2.7362
C 7.4961 -0.1590 -2.2919
O 5.3735 -0.3256 -1.2146
Si 4.0310 -0.9346 -1.9985
O 2.8672 0.0794 -2.2504
O 4.7051 -1.6163 -3.3756
C 4.1064 -2.5687 -4.2377
C 4.6624 -2.2955 -5.6330
C 4.5194 -3.9647 -3.7697
C 2.5826 -2.4511 -4.2543
O 3.5794 -2.2466 -1.0710
C 3.7949 -2.5824 0.2926
C 2.7692 -3.6578 0.6363
C 5.2103 -3.1325 0.4547
C 3.5911 -1.3831 1.2144
H 7.5602 2.1284 -0.7433
H 7.1694 0.7340 0.2876
H 5.9339 1.9553 -0.0494
H 6.4558 2.3036 -3.0333
H 4.8335 2.0439 -2.3364
H 5.4116 0.9902 -3.6200
H 8.2748 0.5232 -2.6451
H 7.1420 -0.7670 -3.1250
H 7.9246 -0.8225 -1.5375
H 5.7532 -2.3461 -5.6119
H 4.3689 -1.2954 -5.9561
H 4.2889 -3.0254 -6.3561
H 5.6087 -4.0449 -3.7621
H 4.1117 -4.7379 -4.4276
H 4.1535 -4.1273 -2.7555
H 2.2839 -1.4325 -4.5006
H 2.1715 -2.6882 -3.2717
H 2.1603 -3.1455 -4.9863
H 2.9178 -4.5323 -0.0017
H 1.7627 -3.2711 0.4572
H 2.8405 -3.9471 1.6862
H 5.3500 -3.9903 -0.2076
H 5.3803 -3.4499 1.4863
H 5.9383 -2.3653 0.1900
H 2.5655 -1.0141 1.1258
H 4.2805 -0.5806 0.9515
H 3.7459 -1.6801 2.2535
O 2.2535 -2.8185 4.1991
N 1.8149 -3.0307 5.3499
C 2.5562 -2.5734 6.3718
C 3.7798 -1.8663 6.1763
N 4.7697 -1.2941 6.0247
C 2.0834 -2.8112 7.6921
N 1.7142 -2.9917 8.7708
```

(4)
C39H48MgN6O6Se as an isolated structure. Source: the OMol25 dataset; level of theory: the ωB97M-V functional and the def2-TZVPD basis.

Its LUMO energy is -1.828 eV. Its highest occupied orbital energy is -7.36 eV. The value obtained for the frontier orbital gap is 5.53 eV. The calculation puts the energy at -133245.3943 eV. The calculation puts the energy above the lowest of the compared OMol25 structures with the same formula, charge and spin at 0.000 eV. As for the total charge: 0.

XYZ file:
```
101
C39H48MgN6O6Se (the ωB97M-V functional and the def2-TZVPD basis)
Mg -0.1704 0.0431 0.2817
C -2.5794 7.1520 -0.4673
C -1.1368 6.7115 -0.7535
C -0.2309 7.2602 0.3475
C -0.6816 7.3071 -2.0938
C -1.0835 5.1894 -0.8236
C -0.4274 4.4202 0.0795
C -0.4607 2.9984 -0.0273
N 0.0680 2.1171 0.8253
C 0.8946 2.2570 1.8531
C 1.7297 3.3727 2.1583
C 2.5574 3.3417 3.2292
C 2.5458 2.1672 4.0686
C 1.8263 1.0401 3.8363
C 0.9886 1.0232 2.6532
O 0.3354 0.0098 2.3056
C 1.9105 -0.2038 4.7136
C 0.5128 -0.5885 5.2237
C 2.8059 0.0268 5.9309
C 2.5047 -1.3628 3.8992
C 3.5121 4.5082 3.4960
C 4.2887 4.3408 4.8031
C 4.5210 4.6020 2.3439
C 2.7154 5.8176 3.5755
C -1.1850 2.3438 -1.1187
O -1.1194 1.0890 -1.2365
C -1.9303 3.1794 -2.0357
C -1.8208 4.5252 -1.8606
C -2.8453 2.6556 -3.1559
C -4.2857 3.0776 -2.8291
C -2.4303 3.2889 -4.4921
C -2.8434 1.1354 -3.3500
H -2.6437 8.2415 -0.4248
H -2.9251 6.7494 0.4865
H -3.2638 6.8077 -1.2447
H -0.2565 8.3508 0.3279
H 0.8063 6.9460 0.2095
H -0.5569 6.9440 1.3407
H -0.6617 8.3970 -2.0280
H -1.3517 7.0409 -2.9118
H 0.3211 6.9631 -2.3546
H 0.0778 4.8749 0.9146
H 1.7572 4.2093 1.4766
H 3.1893 2.1776 4.9340
H 0.0809 0.2249 5.8118
H 0.5908 -1.4655 5.8700
H -0.1608 -0.8253 4.4040
H 2.4457 0.8460 6.5575
H 3.8395 0.2384 5.6476
H 2.8137 -0.8788 6.5396
H 1.9037 -1.5942 3.0220
H 2.5656 -2.2548 4.5268
H 3.5190 -1.1180 3.5708
H 4.9219 3.4520 4.7929
H 3.6245 4.2781 5.6675
H 4.9404 5.2042 4.9479
H 5.1149 3.6876 2.2682
H 5.2028 5.4397 2.5070
H 4.0188 4.7544 1.3875
H 1.9551 5.7656 4.3571
H 2.2134 6.0421 2.6326
H 3.3822 6.6526 3.8013
H -2.3740 5.1605 -2.5426
H -4.3806 4.1616 -2.7452
H -4.6129 2.6393 -1.8833
H -4.9635 2.7367 -3.6145
H -2.5282 4.3752 -4.4897
H -3.0627 2.9047 -5.2950
H -1.3932 3.0456 -4.7311
H -3.1651 0.6004 -2.4584
H -1.8601 0.7521 -3.6181
H -3.5363 0.9024 -4.1622
C -3.9330 0.4779 1.5177
C -3.3005 -0.7997 1.0933
N -2.0558 -0.9349 0.6872
C -1.8861 -2.2679 0.3829
C -3.0414 -2.9408 0.6179
N -3.9293 -1.9939 1.0622
C -3.4801 -4.3505 0.4870
O -2.5749 -5.2076 0.0724
O -4.6192 -4.6431 0.7732
C -0.5657 -2.7452 -0.1223
O -0.4486 -3.9421 -0.4079
O 0.3176 -1.8383 -0.2126
H -3.2258 1.2902 1.3622
H -4.2027 0.4543 2.5742
H -4.8334 0.6851 0.9381
H -4.8825 -2.2141 1.3106
H -1.6905 -4.7507 -0.0787
Se 4.8797 -0.0827 1.0450
N 5.2595 -0.3512 -0.6711
C 4.1272 -0.1689 -1.3193
C 3.9549 -0.2797 -2.7408
C 2.7207 -0.0471 -3.2349
C 1.6324 0.2831 -2.3493
N 1.7356 0.3916 -1.0646
C 2.9825 0.1770 -0.5208
N 3.1698 0.2876 0.7776
H 4.7961 -0.5405 -3.3680
H 2.5148 -0.1188 -4.2936
H 0.6400 0.4371 -2.7594
```